No. 1
The following is a DFT calculation (ωB97M-V with the def2-TZVPD basis set) of a structure of composition C35H40O3P2Tl in a non-equilibrium geometry.

Element x y z (Å)
Tl: 0.36021 0.19123 -0.80505
C: 1.05011 -4.08217 -0.33212
P: -0.14161 -2.68388 -0.48758
C: -1.34107 -3.44529 -1.64972
C: -1.00877 -2.64494 1.12475
C: -0.63111 -3.46680 2.18050
C: -1.13888 -3.25107 3.44903
C: -2.02636 -2.21199 3.67832
C: -2.43319 -1.40403 2.63181
C: -1.93010 -1.60966 1.35415
P: -2.40453 -0.60304 -0.09994
C: -4.03557 -1.40273 -0.43668
C: -3.00805 0.99123 0.59578
H: 1.80945 -3.86251 0.41636
H: 1.54041 -4.20638 -1.29733
H: 0.54219 -5.01332 -0.08628
H: -1.81077 -4.31403 -1.18704
H: -0.79643 -3.74728 -2.54329
H: -2.09527 -2.71694 -1.93415
H: 0.07515 -4.26927 2.03249
H: -0.82082 -3.88255 4.26451
H: -2.39652 -2.02420 4.67488
H: -3.12952 -0.59972 2.81827
H: -4.66609 -1.34483 0.44901
H: -3.90360 -2.44733 -0.70570
H: -4.52118 -0.88122 -1.25887
H: -3.85109 0.84296 1.26899
H: -3.33267 1.60957 -0.24257
H: -2.19265 1.50545 1.10475
C: -1.47885 4.07286 -2.75688
C: -1.16528 2.59591 -2.69519
O: -0.81035 2.15292 -1.58609
C: -1.32394 1.78320 -3.86853
C: -1.96283 2.31599 -5.01173
C: -2.22688 1.56586 -6.12558
C: -1.85964 0.21674 -6.14167
C: -1.20804 -0.33174 -5.07240
C: -0.88745 0.41893 -3.90797
O: -0.20485 -0.19929 -3.00327
H: -1.23364 4.51936 -1.79585
H: -2.53623 4.23224 -2.95775
H: -0.89938 4.55934 -3.53781
H: -2.27705 3.34593 -5.00160
H: -2.72323 2.00202 -6.98013
H: -2.09394 -0.39386 -7.00248
H: -0.91137 -1.37010 -5.07483
C: 4.68512 0.13651 -3.08892
C: 3.34019 -0.20318 -2.52417
C: 2.66633 -1.43152 -3.04069
O: 2.81783 0.49667 -1.67316
H: 5.18355 -0.73486 -3.50358
H: 5.30958 0.61139 -2.33479
H: 4.53421 0.86000 -3.89161
H: 3.19101 -1.88715 -3.87316
H: 1.63983 -1.17686 -3.31809
H: 2.59590 -2.14617 -2.21948
C: 1.16964 -0.42749 6.45135
C: 0.64884 0.68573 5.81251
C: 0.65691 0.76848 4.43274
C: 1.14967 -0.28975 3.67071
C: 1.63987 -1.42206 4.32019
C: 1.67000 -1.47775 5.70064
C: 1.08098 -0.29815 2.20505
C: 1.08059 0.75488 1.40609
C: 1.48532 2.11362 1.56897
C: 2.60767 2.36959 2.37576
C: 3.04129 3.66573 2.55997
C: 2.39378 4.71614 1.92729
C: 1.30326 4.46967 1.10795
C: 0.85341 3.17893 0.91796
H: 1.17857 -0.48382 7.52936
H: 0.22671 1.49013 6.39337
H: 0.24614 1.63653 3.94082
H: 2.00745 -2.25535 3.73496
H: 2.06493 -2.34919 6.20163
H: 0.96892 -1.29023 1.78534
H: 3.11053 1.54703 2.86146
H: 3.89808 3.86415 3.18643
H: 2.75074 5.72509 2.06277
H: 0.82053 5.29161 0.60257
H: 0.02392 2.98007 0.25428

Cartesian forces, eV/Å:
Tl 0.1341 0.1168 0.1016
C -0.1479 0.3725 0.0115
P 0.1457 -0.5583 -0.0401
C 0.1854 0.2538 0.0613
C 0.0891 0.1888 -0.1465
C -0.0388 -0.0814 -0.0177
C -0.0579 0.0366 0.0861
C -0.0082 -0.0475 0.1122
C 0.0557 -0.0247 -0.0943
C 0.1420 0.0896 -0.2328
P -0.8046 0.2223 0.6870
C 0.2303 0.1473 -0.3190
C 0.1724 -0.2616 -0.1263
H 0.0381 -0.0257 0.0168
H 0.0242 0.0132 -0.0143
H -0.0269 -0.0337 0.0461
H 0.0122 0.0090 -0.0185
H -0.0263 -0.0182 -0.0531
H -0.0128 -0.0268 -0.1140
H 0.0733 -0.0641 -0.0338
H 0.0054 -0.0530 0.0860
H -0.0346 -0.0155 0.0911
H -0.0587 0.0648 0.0284
H 0.0322 0.0348 0.0700
H -0.0132 -0.0361 -0.0232
H -0.0901 -0.0170 -0.0852
H 0.0250 0.0503 0.0647
H 0.0271 0.0038 0.0313
H -0.0313 0.0481 0.0477
C 0.0784 -0.1025 0.2123
C -0.0798 0.2680 0.1726
O 0.1404 0.0037 -0.0017
C 0.1641 -0.6090 -0.1108
C -0.0292 -0.0795 -0.0781
C -0.1058 0.2452 -0.0474
C 0.0776 -0.0092 0.1469
C 0.0477 -0.0289 0.1052
C -0.3763 0.3838 -0.4493
O 0.6459 -0.3176 1.4211
H -0.0096 -0.0204 -0.0195
H -0.0666 0.0410 -0.0624
H -0.0158 0.0358 -0.1007
H -0.0260 0.1586 0.0089
H -0.0282 0.0530 0.0193
H 0.0253 -0.0483 -0.0465
H 0.0522 -0.0946 -0.0031
C 0.1187 0.1741 0.2027
C 0.3200 -0.1795 -0.1646
C -0.3623 -0.0433 -0.0531
O -0.3360 0.0715 0.0764
H 0.0157 -0.0189 -0.0121
H -0.0356 0.0394 0.0122
H -0.0183 0.0193 -0.1030
H 0.0323 -0.0390 -0.0360
H 0.0370 -0.0396 -0.0789
H 0.0991 -0.0974 0.0656
C 0.0077 -0.0472 0.0242
C -0.0029 0.1027 0.0045
C -0.0902 -0.1707 -0.0325
C 0.1604 -0.0418 0.2609
C 0.0540 0.1381 -0.0821
C 0.0073 -0.1305 0.1351
C -0.1267 -0.2000 -0.0942
C -0.6617 -1.0849 -1.7631
C 0.3941 1.0036 0.0708
C -0.2920 0.0164 -0.1561
C 0.0773 0.0649 0.0256
C -0.0112 0.0273 0.0142
C 0.0743 0.1232 0.0072
C 0.0580 -0.2898 0.2518
H -0.0188 0.0104 0.0845
H -0.0077 0.1387 0.0719
H -0.0453 0.1043 -0.0409
H 0.0118 -0.0398 -0.0308
H 0.0569 -0.0849 0.0001
H -0.0832 0.0403 -0.0431
H 0.0679 -0.0582 0.0049
H 0.0706 -0.0126 0.0515
H 0.0251 0.1112 0.0121
H -0.0919 0.0758 -0.0554
H -0.0393 0.0495 -0.0198

The highest occupied orbital energy comes out at -10.288 eV. For the molecular weight, the calculation gives 775.03 g/mol. As for the charge: +1. As for the spin multiplicity: 1. The calculation puts the relative energy (zero: lowest compared OMol25 entry of this formula, charge and spin) at 22.8 kcal/mol. The calculation puts the frontier orbital gap at 6.89 eV.

=====

No. 2
The following is a DFT calculation (ωB97M-V with the def2-TZVPD basis set) of a cluster of 3 separate species, C18H34N2O4 in total.

Element x y z (Å)
C: 1.42781 1.19762 0.41743
C: 1.52895 2.45945 -0.45420
C: 0.42045 3.50818 -0.20289
C: -0.63516 3.62165 -1.33221
C: -1.99364 3.11794 -0.92659
C: -2.24969 1.87029 -0.52585
C: -3.64014 1.49094 -0.18270
O: -4.09253 0.38589 -0.38541
C: -4.47610 2.58790 0.38017
C: -4.24631 3.83051 -0.02775
C: -3.15901 4.05327 -1.02149
O: -3.22670 4.90075 -1.87889
H: 0.45757 1.09774 0.90481
H: 2.18051 1.19832 1.20520
H: 1.62044 0.31113 -0.18281
H: 2.49485 2.92658 -0.26431
H: 1.51481 2.18225 -1.50762
H: -0.08068 3.26400 0.73534
H: 0.87089 4.48985 -0.05927
H: -0.74617 4.67011 -1.60239
H: -0.30100 3.07144 -2.21039
H: -1.48015 1.10915 -0.48026
H: -5.26039 2.33497 1.08098
H: -4.82146 4.68261 0.30765
C: -5.68301 -3.39352 3.84481
O: -5.17737 -2.26334 3.16409
C: -3.79835 -2.30562 2.85576
C: -3.43663 -3.09576 1.59120
C: -3.50047 -4.61031 1.76528
N: -4.23828 -2.70638 0.43127
H: -4.94600 -3.79851 4.54555
H: -5.99212 -4.18210 3.15436
H: -6.55886 -3.07039 4.40686
H: -3.50932 -1.26348 2.69608
H: -3.23243 -2.67501 3.72296
H: -2.39644 -2.83681 1.36626
H: -4.52732 -4.97460 1.73241
H: -2.96092 -5.09990 0.95520
H: -3.05414 -4.92492 2.71121
H: -4.09534 -1.71842 0.23938
H: -5.21790 -2.77846 0.69242
C: 6.96342 -2.29127 -1.94071
O: 6.92153 -1.30151 -0.93122
C: 6.84039 0.03302 -1.38768
C: 5.42663 0.50638 -1.74602
C: 4.89999 -0.04205 -3.06834
N: 4.45188 0.21871 -0.68956
H: 7.52513 -1.94468 -2.81351
H: 5.96282 -2.59695 -2.25572
H: 7.46918 -3.16060 -1.52232
H: 7.20138 0.64304 -0.55562
H: 7.52905 0.18683 -2.22958
H: 5.48693 1.59500 -1.84445
H: 4.56413 -1.07439 -2.97077
H: 4.04344 0.54421 -3.40020
H: 5.66244 -0.00148 -3.84834
H: 4.73301 0.69200 0.16450
H: 4.51911 -0.77109 -0.46598

Cartesian forces, eV/Å:
C 0.1170 -0.0950 -0.1365
C -0.1812 0.1674 0.2741
C 0.1175 -0.1986 -0.0616
C -0.1251 0.1769 0.3530
C 0.1990 -0.2600 -0.0107
C 0.0278 0.1806 -0.0406
C -0.0153 -0.0141 -0.0375
O 0.1050 -0.1137 0.2966
C -0.0640 0.1973 0.0872
C 0.0242 -0.0945 0.0862
C -0.0600 -0.0666 0.0647
O 0.0886 0.2922 0.0939
H -0.0815 0.0020 -0.0774
H -0.0377 0.0473 0.0674
H -0.0409 -0.0885 0.0746
H 0.0654 -0.0286 -0.1385
H 0.0968 -0.0111 -0.0431
H -0.0241 0.0866 0.0430
H 0.0206 0.0201 -0.0360
H -0.0052 -0.0555 -0.2620
H 0.0358 0.0783 -0.1137
H -0.0716 -0.1152 -0.1338
H -0.1085 -0.1223 -0.1282
H -0.1005 0.0336 -0.1651
C -0.0663 0.0761 -0.0175
O -0.0367 -0.0518 0.0208
C 0.1083 0.0936 -0.0065
C -0.0994 -0.0897 -0.0531
C 0.0607 -0.0352 0.0137
N 0.0241 0.1238 0.1903
H 0.0130 -0.0265 -0.0047
H 0.0492 -0.0435 0.0277
H 0.0067 0.0138 -0.0021
H -0.0371 0.0074 -0.0074
H 0.0033 -0.0511 -0.0271
H 0.0220 0.0334 0.0422
H -0.0254 0.0305 0.0209
H -0.0267 0.0144 -0.0277
H -0.0080 0.0057 -0.0007
H 0.0131 -0.0664 -0.1444
H -0.0094 -0.0590 -0.0548
C 0.0194 -0.0340 0.0925
O -0.0352 -0.0538 -0.0390
C 0.0519 0.1085 0.0489
C -0.0900 -0.0985 -0.0406
C -0.0069 0.0397 -0.0540
N 0.1791 0.0161 0.0439
H -0.0134 0.0071 -0.0250
H 0.0126 0.0251 -0.0640
H 0.0063 0.0109 0.0113
H 0.0009 -0.0255 0.0171
H -0.0487 -0.0051 -0.0403
H 0.0495 0.0164 0.0171
H 0.0314 -0.0203 0.0286
H -0.0185 -0.0108 0.0316
H 0.0036 -0.0053 0.0029
H -0.0570 0.0451 -0.0198
H -0.0586 -0.0094 -0.0363

The highest occupied orbital energy comes out at -8.821 eV. For the molecular weight, the calculation gives 342.48 g/mol. As for the charge: 0. As for the spin multiplicity: 1. The SMILES is CCCCC1=CC(=O)C=CC1=O.COC[C@@H](C)N.COC[C@@H](C)N. The calculation puts the frontier orbital gap at 7.81 eV.

=====

No. 3
The following is a DFT calculation (ωB97M-V with the def2-TZVPD basis set) of the molecule C6H11NO in a non-equilibrium geometry.

Element x y z (Å)
C: -1.67540 1.30771 -0.91882
N: -0.85884 0.14529 -0.72142
C: -0.60825 -1.14066 1.80593
C: 0.71557 -0.76566 1.54572
C: 1.07712 -1.11574 -0.25653
C: 0.47952 -0.00086 -0.88874
C: 1.29357 0.97849 -1.53689
O: 0.92900 2.12822 -1.71133
H: -1.66571 1.60213 -1.98780
H: -1.25967 2.22026 -0.48556
H: -2.67665 1.10394 -0.57578
H: -0.96233 -2.08504 2.23443
H: -1.27855 -0.41512 2.25175
H: 1.58607 -1.16025 2.07403
H: 0.86699 0.31891 1.50355
H: 0.70634 -2.13123 -0.29643
H: 2.16818 -1.14595 -0.24737
H: -1.08367 -0.42989 0.14129
H: 2.24674 0.58544 -1.93003

Cartesian forces, eV/Å:
C 0.7828 1.3049 -1.2906
N 1.0183 -1.1615 0.4480
C -0.8891 0.4143 1.4189
C 0.1047 0.9424 -0.0105
C 1.1429 -0.4576 0.3697
C -1.6514 -1.3146 0.7214
C 0.2042 1.5310 -0.3453
O 0.4145 -0.3426 -0.2428
H -0.3284 -0.5325 0.3726
H -0.1654 -0.1594 0.5647
H -0.2312 -0.0439 0.0445
H 0.7720 -0.3373 -0.8438
H 0.0924 0.6426 -0.3682
H -0.1454 -0.6905 -0.5591
H -0.2050 -0.1786 0.2723
H -0.3900 0.2373 -0.0705
H -0.1043 0.1579 -0.5663
H -0.5897 -0.2428 -0.0312
H 0.1680 0.2309 0.1162

The highest occupied orbital energy comes out at -7.125 eV. For the molecular weight, the calculation gives 113.16 g/mol. As for the charge: 0. As for the spin multiplicity: 1. The calculation puts the relative energy (zero: lowest compared OMol25 entry of this formula, charge and spin) at 109.3 kcal/mol. The calculation puts the frontier orbital gap at 6.25 eV.

=====

No. 4
The following is a DFT calculation (ωB97M-V with the def2-TZVPD basis set) of a structure of composition C3H7N2O in a non-equilibrium geometry.

Element x y z (Å)
C: -0.16946 1.38829 -1.29820
C: -0.89265 0.14319 0.69106
C: 0.85422 -2.04400 0.69268
N: 0.34220 0.34180 -1.87829
N: -0.63205 1.24555 -0.01652
O: 0.88483 -2.40809 -0.41480
H: -0.19448 2.40929 -1.82289
H: -1.59231 -0.53669 0.25257
H: -1.14161 0.20403 1.74293
H: 1.34529 -2.33964 1.54159
H: 0.13314 -0.89602 0.94402
H: 0.57377 0.46964 -2.80868
H: -0.32270 2.01994 0.64217

Cartesian forces, eV/Å:
C 1.6751 -1.4545 -4.2181
C -1.4253 -0.8706 -0.3594
C -1.4874 1.6948 -3.9873
N -2.0236 1.2635 3.9537
N 1.4413 2.0648 4.0749
O -0.2274 0.2223 1.4668
H -0.3287 -1.3554 1.3498
H 0.1974 -0.7835 -0.8322
H 0.4141 0.7892 0.1638
H 1.1755 -0.8441 2.5333
H 0.5312 -0.5664 -0.4267
H 0.6820 0.6539 -2.3221
H -0.6242 -0.8141 -1.3964

The highest occupied orbital energy comes out at -14.683 eV. For the molecular weight, the calculation gives 87.10 g/mol. As for the charge: +1. As for the spin multiplicity: 1. The calculation puts the relative energy (zero: lowest compared OMol25 entry of this formula, charge and spin) at 108.9 kcal/mol. The calculation puts the frontier orbital gap at 8.59 eV.